Density functional theory data (wB97M-V/def2-TZVPD) for an isolated molecule of C20H30N2S.

Properties
- E_tot: -1287.838715 Eh
- Energy relative to the best compared isomer or geometry (same formula, charge and spin): 0.000 eV
- HOMO: -8.0 eV
- HOMO-LUMO gap: 8.68 eV
- LUMO level: 0.024 Ha
- Structure (SMILES): S=C1NC[C@H](Cc2ccccc2)N1CCCCC1CCCCC1
- Spin multiplicity: 1
- Molecular weight: 330.54 g mol⁻¹

Structure (XYZ):
```
53
Properties=species:S:1:pos:R:3:mulliken_charge:R:1
S -1.16633 -4.43105 -0.34336 -0.43
C -2.12061 -3.12182 -0.07545 0.22
N -3.42804 -3.18292 0.28495 -0.18
C -4.04783 -1.87824 0.25607 -0.51
C -2.83376 -0.93058 0.20183 0.30
C -3.01376 0.21179 -0.80916 -1.03
C -4.23070 1.02585 -0.47170 0.47
C -4.22039 1.87414 0.62947 -0.31
C -5.34569 2.60184 0.97031 -0.70
C -6.49933 2.49275 0.21209 -0.40
C -6.51787 1.65690 -0.89042 -0.65
C -5.39067 0.92806 -1.22830 -0.29
N -1.74972 -1.82468 -0.16899 0.33
C -0.37467 -1.40824 -0.24392 -1.32
C 0.20656 -1.03625 1.12400 -0.12
C 1.73104 -0.94188 1.09817 -0.92
C 2.24397 0.19359 0.21388 -0.97
C 3.75084 0.43789 0.35226 0.72
C 4.57301 -0.72190 -0.21202 -0.87
C 6.06881 -0.45117 -0.07633 -0.77
C 6.44933 0.84260 -0.78784 -0.67
C 5.63928 2.00668 -0.22769 -0.72
C 4.14499 1.73189 -0.36484 -1.01
H -3.95399 -4.02832 0.14332 0.27
H -4.68351 -1.75397 -0.62990 0.25
H -4.66179 -1.71656 1.14538 0.27
H -2.64144 -0.50103 1.19500 0.18
H -3.10432 -0.21331 -1.81041 0.38
H -2.12733 0.84857 -0.78291 0.35
H -3.32047 1.97015 1.22030 0.39
H -5.32248 3.25790 1.82795 0.38
H -7.37822 3.06111 0.47705 0.38
H -7.41181 1.57200 -1.49052 0.38
H -5.41109 0.28456 -2.09673 0.40
H 0.17825 -2.25904 -0.65159 0.38
H -0.29628 -0.57028 -0.94046 0.20
H -0.08603 -1.81073 1.83700 0.29
H -0.21356 -0.08579 1.46272 0.30
H 2.08560 -0.78168 2.11924 0.31
H 2.13156 -1.89524 0.75230 0.32
H 2.01754 -0.02138 -0.83206 0.31
H 1.71795 1.11314 0.48647 0.34
H 3.98897 0.54763 1.41686 0.34
H 4.32614 -1.64624 0.31186 0.37
H 4.32358 -0.85699 -1.26725 0.27
H 6.63377 -1.28702 -0.49442 0.36
H 6.32683 -0.37046 0.98243 0.34
H 7.51703 1.03690 -0.66579 0.33
H 6.24714 0.74159 -1.85673 0.31
H 5.89587 2.92878 -0.75398 0.36
H 5.88658 2.14444 0.82770 0.33
H 3.57801 2.56997 0.04793 0.42
H 3.88903 1.64603 -1.42379 0.33
```

***

Density functional theory data (wB97M-V/def2-TZVPD) for an isolated molecule of C3H4N2O at a distorted geometry.

Properties
- E_tot: -301.448104 Eh
- Energy relative to the best compared isomer or geometry (same formula, charge and spin): 1.065 eV
- HOMO: -8.3 eV
- HOMO-LUMO gap: 8.78 eV
- LUMO level: 0.016 Ha
- Structure (SMILES): Oc1cnc[nH]1
- Spin multiplicity: 1
- Molecular weight: 84.08 g mol⁻¹

Structure (XYZ):
```
10
Properties=species:S:1:pos:R:3:mulliken_charge:R:1
O 0.56009 -1.78647 0.90366 -0.49
C 0.08807 -0.72324 0.20551 0.53
C -0.92470 -0.59909 -0.69171 -0.53
N -1.04113 0.69784 -1.15620 -0.52
C -0.20589 1.33092 -0.43606 -0.16
N 0.59290 0.54480 0.35074 -0.11
H 1.20475 -1.48960 1.55706 0.31
H -1.46519 -1.37843 -1.16661 0.41
H -0.02980 2.38213 -0.53528 0.37
H 1.22090 1.02114 0.96889 0.20
```

***

Density functional theory data (wB97M-V/def2-TZVPD) for a structure of composition C28H54FI2N5O2SbSi at a distorted geometry.

Properties
- E_tot: -2748.457618 Eh
- HOMO: -3.8 eV
- HOMO-LUMO gap: 6.13 eV
- Net charge: -1
- LUMO level: 0.084 Ha
- Spin multiplicity: 1
- Molecular weight: 915.43 g mol⁻¹

Structure (XYZ):
```
94
Properties=species:S:1:pos:R:3:mulliken_charge:R:1
C 1.79946 5.45193 0.28532 -1.16
C 2.70405 4.38849 -0.31767 -0.24
C 3.20065 3.33464 0.68329 -0.76
C 2.05453 2.47852 1.30738 -0.68
Sb 1.55415 0.77999 -0.04448 0.73
C 2.07409 -0.65417 1.63657 -0.05
O 1.47681 -1.58328 2.02816 -0.47
N 3.35443 -0.30168 2.36904 -0.03
C 4.14313 -1.34917 2.70146 0.46
O 3.96508 -2.17943 3.47113 -0.44
F 5.34391 -1.33784 2.03427 -0.25
C 1.28331 -0.83866 -1.60664 -1.13
I 0.00527 -2.49009 -1.07142 0.03
C 2.57058 -1.39123 -2.22406 -0.14
C 3.39145 -0.29883 -2.95842 -1.29
I 3.76648 -2.60784 -0.91872 0.02
Si -0.94226 0.88213 0.52034 0.60
C -1.58209 -0.35194 1.79753 -0.61
C -1.47998 2.60462 1.15582 -1.30
C -1.93801 0.66897 -1.10558 -0.63
H 0.88526 5.05274 0.71433 0.21
H 2.29079 6.08760 1.02016 0.31
H 1.46574 6.10852 -0.52224 0.38
H 3.59830 4.90678 -0.68154 0.37
H 2.25990 3.91435 -1.18893 0.11
H 3.62615 3.90364 1.51621 0.52
H 3.97454 2.71289 0.23226 0.23
H 2.42336 2.18224 2.29196 0.42
H 1.24025 3.18225 1.47186 -0.14
H 1.22997 1.96021 -1.33259 -0.14
H 3.27876 0.74183 -0.46759 -0.08
H 3.86402 0.41159 1.85738 0.21
H 0.77498 -0.34679 -2.43517 0.10
H 2.25581 -2.07040 -3.01219 0.74
H 4.27376 -0.09280 -2.36186 0.38
H 2.77008 0.57966 -3.10135 0.26
H 3.75712 -0.69415 -3.90248 0.38
H -0.91683 -0.32856 2.65913 0.36
H -1.74396 -1.36458 1.43919 0.33
H -2.54967 0.00489 2.18298 -0.06
H -1.05364 2.85984 2.11491 0.30
H -1.18404 3.30287 0.37056 0.29
H -2.57219 2.58558 1.14806 0.34
H -1.30499 0.67751 -1.98562 -0.44
H -2.67609 1.46390 -1.21852 0.50
H -2.51165 -0.25261 -1.03501 0.38
C 5.21042 -6.62849 -0.67115 -1.00
C 4.96308 -7.57662 -1.84011 -0.48
C 4.38033 -6.86888 -3.06621 -0.32
C 3.05652 -6.31168 -2.79952 0.16
N 2.03167 -5.85048 -2.56612 -0.37
H 4.28053 -6.18065 -0.31741 0.28
H 5.65813 -7.16678 0.16520 0.34
H 5.88902 -5.82265 -0.95674 0.27
H 4.29593 -8.38070 -1.52190 0.29
H 5.90894 -8.04314 -2.12653 0.30
H 4.30364 -7.57729 -3.89384 0.28
H 5.05176 -6.07194 -3.39190 0.25
C -4.10121 3.92443 5.20748 -1.12
C -4.27080 5.32667 4.63138 -0.45
C -3.66605 5.47179 3.23258 -0.34
C -2.21803 5.28549 3.23673 0.26
N -1.08445 5.10810 3.24846 -0.45
H -3.04800 3.67029 5.33318 0.34
H -4.57757 3.85707 6.18667 0.34
H -4.55624 3.17460 4.55790 0.28
H -3.82169 6.05586 5.30939 0.30
H -5.33652 5.56096 4.57356 0.32
H -3.89072 6.46543 2.83959 0.31
H -4.12203 4.75096 2.55083 0.25
C -1.54402 -0.75395 -6.80332 -1.17
C -0.36268 0.20678 -6.72575 -0.67
C -0.04371 0.64569 -5.29456 0.21
C -1.13282 1.41385 -4.69474 0.33
N -1.99569 2.00686 -4.22390 -0.54
H -2.46220 -0.28431 -6.44691 0.35
H -1.71080 -1.06791 -7.83490 0.35
H -1.36184 -1.64726 -6.20311 0.30
H -0.56368 1.08168 -7.34815 0.33
H 0.52060 -0.28294 -7.14161 0.34
H 0.85814 1.26094 -5.29469 0.32
H 0.16994 -0.22742 -4.67329 -0.07
C -4.74622 -3.85317 3.33006 -1.12
C -5.99634 -3.03217 3.62874 -0.41
C -6.02875 -1.70141 2.87248 -0.37
C -4.94105 -0.81433 3.27733 0.22
N -4.06305 -0.13947 3.58196 -0.48
H -3.84173 -3.33217 3.64734 0.33
H -4.78290 -4.80558 3.86006 0.32
H -4.66131 -4.06369 2.26245 0.30
H -6.06509 -2.85166 4.70365 0.29
H -6.87855 -3.61178 3.34681 0.30
H -6.97985 -1.19889 3.05991 0.28
H -5.97172 -1.88068 1.79684 0.28
```

***

Density functional theory data (wB97M-V/def2-TZVPD) for a structure of composition C6H11Br3NO4P at a distorted geometry.

Properties
- E_tot: -8654.145455 Eh
- HOMO: -9.5 eV
- HOMO-LUMO gap: 9.10 eV
- LUMO level: -0.014 Ha
- Spin multiplicity: 1
- Molecular weight: 431.84 g mol⁻¹

Structure (XYZ):
```
26
Properties=species:S:1:pos:R:3:mulliken_charge:R:1
C 1.08910 -0.99531 2.70156 -0.21
C -0.08177 -0.47335 3.04580 0.03
O -1.12229 0.52785 3.19679 -0.27
P -1.81026 0.92508 1.66288 0.90
O -3.23989 1.50687 1.88921 -0.68
O -2.05110 -0.49549 0.68342 -0.33
O -0.82465 2.03616 0.75995 -0.23
N 0.42366 2.14548 1.30810 -0.11
C 1.52280 1.81620 0.34649 -0.79
C 1.15176 0.51403 -0.54723 0.36
C 2.43092 -0.25650 -1.16435 -1.02
H 2.02725 -1.61264 2.44853 0.35
H -1.81644 -0.16763 -0.23220 0.24
H 0.56957 3.04239 1.79763 0.21
H 1.79018 2.72036 -0.34462 0.29
H 2.44609 1.52459 0.98354 0.34
H 0.43660 0.90017 -1.38259 0.11
H 0.52783 -0.20376 0.12749 0.02
H 2.52493 -1.26658 -0.59525 0.24
H 2.15917 -0.54403 -2.25460 0.23
H 3.42822 0.30752 -1.07138 0.32
C -2.42647 -2.36275 -2.62537 -0.32
Br -2.71928 -2.96690 -4.44638 -0.04
Br -1.67967 -3.76433 -1.51022 -0.01
Br -1.35252 -0.74559 -2.56602 -0.01
H -3.40372 -2.11184 -2.21116 0.38
```

***

Density functional theory data (wB97M-V/def2-TZVPD) for a structure of composition C24H12AuF12N3O2S2 at a distorted geometry.

Properties
- E_tot: -3367.097071 Eh
- Energy relative to the best compared isomer or geometry (same formula, charge and spin): 0.292 eV
- HOMO: -2.2 eV
- HOMO-LUMO gap: 6.04 eV
- Net charge: -2
- LUMO level: 0.143 Ha
- Spin multiplicity: 1
- Molecular weight: 863.46 g mol⁻¹

Structure (XYZ):
```
56
Properties=species:S:1:pos:R:3:mulliken_charge:R:1
Au 1.36736 0.73209 -0.87803 0.98
C 1.58886 1.06734 5.46307 -1.67
C 1.09822 0.62444 4.10883 0.82
C -0.10581 1.06704 3.58448 -1.20
C -0.49306 0.70218 2.31179 -0.28
C 0.30402 -0.11697 1.49720 0.51
N -0.03369 -0.40377 0.17729 0.43
C -1.30900 -0.60126 -0.28063 1.52
C -2.34694 -0.87910 0.63802 -0.87
C -3.65765 -1.07348 0.25814 -1.26
C -4.01771 -1.02500 -1.07825 0.32
C -5.44043 -1.20010 -1.54691 -1.60
C -2.99296 -0.86618 -2.00224 -0.34
C -1.65751 -0.67913 -1.66008 -1.35
C -0.62473 -0.74381 -2.81661 1.76
O 0.67614 -0.62133 -2.52763 -1.06
C -0.77327 -2.17607 -3.46957 0.56
F 0.31226 -2.51540 -4.17768 -0.26
F -0.93777 -3.13077 -2.52926 -0.27
F -1.83037 -2.31107 -4.33474 -0.30
C -0.94846 0.32704 -3.92787 0.31
F -0.83279 1.56407 -3.42479 -0.20
F -0.06807 0.22074 -4.94418 -0.29
F -2.18262 0.28378 -4.51802 -0.31
C 1.54546 -0.55955 2.02113 -1.08
C 1.89948 -0.18597 3.31028 -0.87
C 2.51786 -1.34265 1.10594 2.33
O 2.74650 -0.79572 -0.10713 -1.19
C 1.99077 -2.82700 1.01294 0.46
F 1.88554 -3.38401 2.26155 -0.34
F 0.78467 -2.94555 0.45598 -0.14
F 2.81639 -3.62593 0.31123 -0.30
C 3.95848 -1.43788 1.73373 0.28
F 4.45562 -0.20502 1.95792 -0.25
F 4.80732 -2.04638 0.88775 -0.27
F 4.07720 -2.11233 2.91733 -0.29
H 0.81993 1.62562 5.99817 0.38
H 2.46233 1.71407 5.34912 0.30
H 1.89033 0.21476 6.07600 0.35
H -0.74148 1.72394 4.17001 0.27
H -1.40933 1.10026 1.89717 0.63
H -2.08666 -0.96219 1.68399 0.59
H -4.41036 -1.27238 1.01533 0.30
H -6.13172 -1.24245 -0.70366 0.36
H -5.54628 -2.12172 -2.12621 0.30
H -5.73819 -0.37167 -2.19361 0.34
H -3.26992 -0.92644 -3.04355 0.49
H 2.83257 -0.51894 3.73827 0.52
S -0.01244 2.72640 -0.46973 -0.39
C 0.94118 3.89421 -1.31661 0.62
C 0.35821 5.18640 -1.45441 -0.19
N -0.13599 6.22161 -1.57042 -0.57
C 2.19227 3.66961 -1.81590 0.55
S 3.04326 2.15872 -1.74679 -0.49
C 2.89620 4.75824 -2.40548 -0.14
N 3.46678 5.64463 -2.87271 -0.54
```